# 1
Here is a single C8H16O2 molecule at a distorted geometry from the OMol25 dataset. Energies are from wB97M-V/def2-TZVPD.

Geometry as XYZ:
```
26
C8H16O2, DFT wB97M-V/def2-TZVPD
C -0.288 -0.170 -2.490
O -0.116 0.901 -1.604
C -0.423 0.658 -0.155
C -1.866 0.169 0.007
C -0.292 2.031 0.509
C 0.668 -0.272 0.352
C 2.073 0.224 0.061
C 0.493 -1.772 0.441
C 0.520 -1.004 1.723
O -0.569 -0.933 2.574
H 0.261 -1.067 -2.177
H 0.106 0.156 -3.454
H -1.345 -0.434 -2.619
H -2.207 0.314 1.029
H -1.997 -0.871 -0.282
H -2.496 0.781 -0.638
H 0.586 2.543 0.127
H -1.156 2.647 0.273
H -0.202 1.925 1.586
H 2.386 0.953 0.807
H 2.783 -0.599 0.075
H 2.120 0.700 -0.915
H -0.451 -2.211 0.147
H 1.341 -2.394 0.190
H 1.424 -1.028 2.320
H -1.354 -1.248 2.113
```

As for the SMILES: COC(C)(C)[C@]1(C)C[C@@H]1O. As for the relative energy (zero: lowest compared OMol25 entry of this formula, charge and spin): 226.8 kJ/mol. Its HOMO energy is -8.9955 eV.


# 2
Here is a gas-phase ion, C7H17Br2N2 (charge +1) at a distorted geometry from the OMol25 dataset. Energies are from wB97M-V/def2-TZVPD.

Geometry as XYZ:
```
28
C7H17Br2N2, DFT wB97M-V/def2-TZVPD
C 2.174 -1.176 0.523
C 1.193 -0.191 -0.080
C 1.543 -0.398 -1.590
Br 1.790 1.688 0.203
C -0.409 -0.259 0.435
C -0.385 -0.303 1.907
C -0.978 -1.468 -0.206
C -1.241 1.015 0.013
N -0.901 2.117 0.752
N -1.298 1.396 -1.421
Br -3.436 0.349 0.081
H 2.124 -1.316 1.705
H 3.188 -0.783 0.502
H 1.986 -2.162 0.041
H 1.416 -1.450 -1.938
H 1.106 0.370 -2.302
H 2.579 -0.202 -1.564
H 0.377 0.302 2.263
H -0.135 -1.285 2.162
H -1.303 -0.103 2.412
H -1.457 -1.294 -1.117
H -1.726 -2.084 0.392
H -0.156 -1.989 -0.515
H -0.813 1.953 1.759
H -1.421 2.953 0.590
H -0.993 0.503 -1.897
H -0.651 2.196 -1.445
H -2.174 1.621 -1.663
```

As for the total charge: +1. As for the SMILES: CC(C)(Br)C(C)(C)[C@@](N)([NH3+])Br. As for the relative energy (zero: lowest compared OMol25 entry of this formula, charge and spin): 174.1 kJ/mol. Its HOMO energy is -13.0264 eV.


# 3
Here is a molecular structure, C2H2Br2S2 at a distorted geometry from the OMol25 dataset. Energies are from wB97M-V/def2-TZVPD.

Geometry as XYZ:
```
8
C2H2Br2S2, DFT wB97M-V/def2-TZVPD
C 1.230 -0.195 -0.681
C -1.278 -0.418 0.830
S 1.381 1.466 -0.964
S -2.342 0.542 0.247
Br 2.444 -0.631 0.694
Br -1.169 -2.269 0.390
H -0.475 -0.111 1.307
H 0.209 1.617 -1.821
```

As for the relative energy (zero: lowest compared OMol25 entry of this formula, charge and spin): 333.5 kJ/mol. Its HOMO energy is -9.2446 eV.


# 4
Here is 25 unconnected molecules or ions with the total composition C68H195N9O31 at a distorted geometry from the OMol25 dataset. Energies are from wB97M-V/def2-TZVPD.

Geometry as XYZ:
```
303
C68H195N9O31, DFT wB97M-V/def2-TZVPD
C 9.273 -28.253 17.811
C 8.461 -27.437 16.809
O 7.037 -27.397 16.968
H 9.245 -29.379 17.616
H 8.745 -28.157 18.764
H 10.246 -27.788 17.928
H 8.641 -27.792 15.848
H 8.805 -26.390 16.885
H 6.675 -28.251 16.648
C 5.676 -28.640 19.770
C 4.180 -28.290 19.858
O 3.812 -27.626 21.030
H 5.945 -29.528 20.381
H 6.338 -27.833 19.994
H 5.871 -28.980 18.782
H 3.567 -29.153 19.687
H 4.020 -27.618 19.034
H 3.529 -28.320 21.688
C 7.612 -23.786 16.417
C 6.101 -23.781 16.469
O 5.686 -24.718 17.475
H 7.897 -23.617 17.468
H 8.053 -22.972 15.791
H 7.917 -24.797 16.073
H 5.597 -23.868 15.484
H 5.678 -22.835 16.838
H 6.034 -25.610 17.213
C -1.838 -19.041 17.046
C -2.731 -19.595 15.950
O -2.099 -19.542 14.722
H -2.404 -19.025 17.956
H -1.456 -18.079 16.778
H -0.953 -19.600 17.310
H -3.746 -19.043 15.956
H -2.944 -20.634 16.251
H -2.557 -20.101 14.032
C 5.319 -23.333 20.955
C 3.998 -23.940 20.663
O 3.035 -22.886 20.343
H 5.598 -22.693 20.126
H 6.043 -24.168 21.079
H 5.401 -22.742 21.860
H 3.605 -24.545 21.544
H 3.934 -24.647 19.834
H 2.945 -22.358 21.091
C -3.034 -30.298 12.904
C -4.168 -30.557 13.870
O -5.188 -31.224 13.164
H -3.228 -29.674 12.004
H -2.606 -31.250 12.682
H -2.290 -29.796 13.490
H -4.557 -29.587 14.384
H -3.769 -31.210 14.679
H -5.843 -31.607 13.735
C 4.694 -31.852 18.229
C 4.941 -31.408 16.785
O 4.218 -30.254 16.362
H 3.634 -32.118 18.353
H 5.136 -30.999 18.807
H 5.184 -32.782 18.424
H 4.644 -32.232 16.116
H 5.967 -31.203 16.633
H 3.253 -30.393 16.346
C -0.857 -22.553 15.128
C -0.032 -22.626 13.828
O 0.404 -21.319 13.419
H -1.868 -22.180 14.961
H -0.421 -21.888 15.937
H -1.027 -23.538 15.509
H -0.669 -23.127 13.098
H 0.811 -23.260 14.038
H -0.008 -20.631 13.931
C 1.394 -24.898 10.781
C 1.344 -24.131 9.462
O 1.180 -25.158 8.459
H 1.482 -24.255 11.674
H 2.225 -25.573 10.699
H 0.442 -25.387 10.913
H 2.242 -23.560 9.217
H 0.555 -23.381 9.417
H 1.486 -24.841 7.597
C 2.754 -23.078 16.370
C 2.468 -21.875 17.264
O 1.316 -22.038 18.065
H 2.856 -24.031 16.947
H 3.604 -23.006 15.684
H 1.845 -23.289 15.740
H 2.452 -20.911 16.677
H 3.289 -21.797 17.980
H 1.593 -22.533 18.834
C -4.637 -24.008 19.224
C -5.016 -23.901 17.826
O -4.464 -24.791 16.968
O -4.554 -25.337 19.660
H -5.316 -23.377 19.804
H -3.640 -23.579 19.312
H -5.008 -22.818 17.444
H -6.116 -24.042 17.743
H -3.599 -25.019 17.345
H -5.280 -25.903 19.374
C -5.806 -26.179 14.136
C -5.114 -25.140 13.325
O -4.562 -24.072 14.171
O -4.895 -26.630 15.170
H -6.013 -27.070 13.527
H -6.790 -25.804 14.469
H -5.860 -24.700 12.650
H -4.359 -25.564 12.622
H -4.435 -24.478 15.052
H -5.034 -26.216 16.007
C -2.338 -25.968 9.014
C -1.909 -27.363 9.355
O -2.458 -27.854 10.546
O -2.450 -25.105 10.165
H -3.397 -26.091 8.634
H -1.710 -25.475 8.344
H -0.845 -27.353 9.496
H -2.191 -27.943 8.488
H -3.402 -27.908 10.383
H -3.177 -25.321 10.755
C -3.030 -21.836 11.730
C -3.227 -20.588 10.864
O -4.539 -20.072 10.895
O -3.464 -21.539 13.085
H -2.011 -22.217 11.719
H -3.720 -22.619 11.371
H -2.898 -20.681 9.858
H -2.511 -19.848 11.175
H -4.659 -19.936 11.826
H -3.622 -22.362 13.533
C 3.564 -20.329 12.231
C 4.246 -21.213 13.236
O 4.462 -20.526 14.528
O 2.551 -20.993 11.482
H 4.300 -19.982 11.490
H 3.114 -19.481 12.772
H 5.216 -21.471 12.951
H 3.675 -22.151 13.314
H 3.579 -20.349 14.876
H 1.769 -21.206 11.984
C -0.653 -24.782 19.603
C -0.963 -24.539 18.079
O -1.862 -25.429 17.573
O -1.788 -24.649 20.462
H 0.062 -23.998 19.859
H -0.238 -25.751 19.680
H 0.011 -24.601 17.496
H -1.293 -23.505 17.959
H -1.515 -26.022 16.919
H -2.361 -25.391 20.325
C 4.327 -32.827 22.327
C 3.250 -31.758 22.225
C 2.246 -31.849 23.324
O 1.506 -33.090 23.206
C 0.839 -33.368 24.439
N 3.656 -30.343 22.301
H 4.946 -32.597 23.232
H 4.835 -33.034 21.370
H 3.761 -33.707 22.483
H 2.741 -31.880 21.299
H 1.579 -30.969 23.321
H 2.705 -31.902 24.306
H 1.522 -33.464 25.286
H 0.261 -34.259 24.208
H 0.117 -32.540 24.584
H 4.272 -30.278 23.070
H 4.370 -30.290 21.572
C 3.924 -27.498 7.987
C 2.854 -28.582 7.960
C 2.318 -28.938 9.310
O 1.658 -30.140 9.343
C 1.120 -30.368 10.608
N 1.752 -28.298 7.020
H 3.536 -26.588 8.411
H 4.393 -27.248 7.034
H 4.630 -27.932 8.686
H 3.376 -29.482 7.576
H 1.713 -28.082 9.687
H 3.192 -29.037 9.991
H 0.388 -29.646 10.902
H 1.925 -30.348 11.422
H 0.659 -31.342 10.545
H 1.093 -28.963 7.340
H 1.323 -27.398 7.252
C -3.867 -28.332 18.280
C -5.104 -28.539 19.193
C -4.713 -28.408 20.624
O -5.729 -28.737 21.489
C -6.215 -30.067 21.528
N -6.172 -27.523 18.892
H -3.036 -29.063 18.381
H -3.416 -27.342 18.537
H -4.213 -28.338 17.212
H -5.406 -29.606 19.071
H -4.404 -27.327 20.882
H -3.802 -29.090 20.813
H -5.653 -30.715 22.213
H -6.132 -30.594 20.543
H -7.231 -30.008 21.784
H -6.980 -27.772 19.479
H -6.402 -27.579 17.909
C -1.330 -25.975 13.381
C -0.591 -26.955 14.204
C 0.711 -26.326 14.764
O 1.402 -27.305 15.580
C 2.606 -26.790 16.040
N -1.362 -27.310 15.419
H -0.834 -25.768 12.413
H -1.691 -24.964 13.707
H -2.265 -26.468 13.014
H -0.217 -27.729 13.592
H 0.478 -25.379 15.333
H 1.316 -25.968 13.905
H 2.423 -26.199 16.967
H 3.122 -26.174 15.287
H 3.287 -27.660 16.260
H -0.924 -28.138 15.895
H -2.258 -27.612 15.024
C 6.760 -29.027 13.303
C 5.438 -28.278 13.626
C 5.421 -27.012 12.720
O 4.232 -26.313 12.918
C 4.410 -24.949 12.573
N 4.300 -29.131 13.341
H 7.658 -28.423 13.477
H 6.638 -29.216 12.213
H 6.584 -30.031 13.807
H 5.402 -27.929 14.687
H 5.514 -27.309 11.672
H 6.313 -26.452 13.062
H 3.499 -24.448 12.777
H 4.731 -24.897 11.565
H 5.263 -24.425 13.098
H 3.517 -28.558 13.061
H 3.987 -29.603 14.214
C 0.501 -30.861 14.300
C 0.235 -30.869 15.801
C 0.296 -32.278 16.352
O -0.874 -32.959 15.908
C -0.740 -34.387 16.249
N 1.333 -30.147 16.462
H -0.040 -31.439 13.588
H 1.547 -31.141 14.160
H 0.403 -29.865 13.912
H -0.686 -30.364 16.075
H 0.337 -32.266 17.441
H 1.210 -32.747 15.970
H -0.663 -34.570 17.321
H 0.071 -34.824 15.669
H -1.683 -34.904 15.853
H 1.193 -30.075 17.476
H 1.325 -29.153 16.102
C -2.080 -31.626 19.496
C -0.866 -31.436 20.343
C -0.414 -29.976 20.483
O 0.188 -29.594 19.242
C 0.453 -28.142 19.298
N -1.144 -32.054 21.621
H -2.103 -30.966 18.642
H -3.054 -31.596 19.956
H -1.947 -32.681 19.040
H -0.103 -32.006 19.864
H 0.273 -29.837 21.341
H -1.273 -29.322 20.718
H -0.491 -27.614 19.515
H 0.939 -27.961 18.322
H 1.149 -28.010 20.113
H -0.404 -32.111 22.321
H -2.031 -31.802 22.022
C -10.138 -28.270 18.317
C -10.201 -29.589 17.523
C -8.813 -29.936 16.971
O -8.544 -29.095 15.880
C -7.206 -29.354 15.481
N -10.642 -30.701 18.328
H -11.115 -27.767 18.220
H -9.438 -27.566 17.894
H -9.989 -28.439 19.378
H -10.956 -29.436 16.736
H -8.781 -31.002 16.682
H -8.054 -29.796 17.833
H -7.049 -30.370 14.972
H -6.493 -29.200 16.307
H -6.948 -28.572 14.736
H -11.609 -30.608 18.521
H -10.094 -30.847 19.170
C -7.541 -29.321 9.421
C -6.405 -28.335 9.388
C -6.620 -27.168 10.385
O -7.775 -26.526 9.848
C -8.472 -25.706 10.823
N -5.133 -28.961 9.733
H -8.444 -28.714 9.248
H -7.556 -29.780 10.438
H -7.561 -30.036 8.607
H -6.328 -27.784 8.390
H -5.759 -26.500 10.489
H -7.004 -27.602 11.320
H -8.636 -26.300 11.724
H -9.440 -25.431 10.433
H -7.888 -24.777 10.991
H -5.364 -29.639 10.428
H -4.677 -29.419 8.946
```

As for the relative energy (zero: lowest compared OMol25 entry of this formula, charge and spin): 29.7 kJ/mol. Its HOMO energy is -8.9869 eV.


# 5
Here is 2 unconnected molecules or ions with the total composition C18H29N2O6 at a distorted geometry from the OMol25 dataset. Energies are from wB97M-V/def2-TZVPD.

Geometry as XYZ:
```
55
C18H29N2O6, DFT wB97M-V/def2-TZVPD
C 5.870 -3.721 1.399
C 6.202 -2.573 1.447
C 6.711 -1.204 1.454
C 5.616 -0.206 1.877
C 4.294 -0.354 1.124
C 4.400 -0.117 -0.338
N 5.422 0.384 -1.014
C 5.154 0.438 -2.362
C 3.911 -0.039 -2.501
N 3.458 -0.370 -1.245
C 2.133 -0.919 -1.016
O 1.551 -0.216 0.039
C 0.224 -0.673 0.328
C -0.710 0.518 0.507
O -1.744 0.297 1.441
C -2.513 -0.867 1.189
C -3.939 -0.682 1.693
O -4.817 -0.830 0.587
C -6.122 -1.298 0.926
C -7.135 -0.687 -0.050
H 5.700 -4.763 1.301
H 7.159 -0.995 0.488
H 7.500 -1.181 2.202
H 5.421 -0.336 2.936
H 5.997 0.807 1.736
H 3.594 0.395 1.495
H 3.845 -1.329 1.301
H 6.290 0.704 -0.611
H 5.841 0.792 -3.104
H 3.315 -0.152 -3.385
H 1.556 -0.749 -1.927
H 2.164 -1.996 -0.833
H -0.144 -1.294 -0.490
H 0.235 -1.304 1.216
H -0.173 1.403 0.839
H -1.185 0.762 -0.452
H -2.576 -1.120 0.129
H -2.076 -1.728 1.704
H -4.167 -1.376 2.501
H -4.052 0.329 2.097
H -6.364 -1.027 1.952
H -6.159 -2.386 0.849
H -6.582 -0.196 -0.845
H -7.739 -1.456 -0.520
H -7.749 0.052 0.454
C -3.996 2.233 -1.298
C -2.912 3.286 -1.175
O -3.178 4.136 -2.290
C -4.489 3.994 -2.628
O -5.062 4.679 -3.404
O -5.042 2.954 -1.951
H -4.335 1.847 -0.340
H -3.697 1.395 -1.932
H -3.000 3.869 -0.257
H -1.907 2.875 -1.242
```

As for the total charge: +1. As for the relative energy (zero: lowest compared OMol25 entry of this formula, charge and spin): 313.9 kJ/mol. Its HOMO energy is -11.6933 eV.